Molecular formula: C38H55N7O2STa
Method: DFT, wB97M-V/def2-TZVPD

Summary:
Kohn-Sham gap, hartree: 0.22841
LUMO level, eV: -9.64
E, eV: -67192.53238
Charge: +3

Geometry (Å):
Ta1 -0.56975 0.41152 -0.16187
N1 -2.24411 -0.92682 -0.98198
C1 -2.37249 -1.06283 -2.46199
C2 -0.99646 -0.93680 -3.04347
N2 -0.33846 0.24859 -2.44421
C3 -0.66513 1.52255 -3.14855
C4 -1.85954 2.17796 -2.50229
N3 -1.59095 2.24649 -1.04843
H1 -3.14800 -0.59478 -0.65052
H2 -2.05705 -1.85054 -0.59081
H3 -2.85286 -2.00493 -2.72356
H4 -3.02457 -0.26514 -2.80095
H5 -0.39776 -1.79718 -2.78097
H6 -1.01368 -0.85872 -4.13129
H7 0.67205 0.10646 -2.52288
H8 0.20365 2.17259 -3.05866
H9 -0.83947 1.33580 -4.20866
H10 -2.02953 3.17158 -2.91863
H11 -2.77200 1.60922 -2.63108
H12 -0.93127 3.00884 -0.89658
H13 -2.46588 2.46335 -0.56095
C5 -0.28627 2.95388 3.62264
C6 -0.68491 2.00425 2.55257
N4 -0.05020 1.86889 1.43541
N5 0.99475 2.73298 1.20708
C7 1.47634 2.54332 0.01579
O1 0.97378 1.58896 -0.74804
C8 2.51069 3.40614 -0.54264
C9 2.87786 3.27469 -1.88617
C10 3.84272 4.10857 -2.42212
C11 4.45421 5.06294 -1.61784
C12 4.10419 5.18580 -0.27749
C13 3.13462 4.36324 0.26338
C14 -1.86722 1.14822 2.68090
C15 -2.63481 1.18244 3.83112
C16 -3.73014 0.34179 3.95639
C17 -4.00753 -0.51277 2.90858
C18 -3.20907 -0.47554 1.77917
N6 -2.15329 0.33827 1.62190
H14 0.69615 3.36405 3.42210
H15 -0.28350 2.45294 4.59108
H16 -1.00336 3.77802 3.67771
H17 2.42218 2.51005 -2.50110
H18 4.12608 4.01436 -3.46145
H19 5.21215 5.71145 -2.03647
H20 4.59134 5.92515 0.34289
H21 2.85736 4.45374 1.30428
H22 -2.36656 1.85624 4.63049
H23 -4.33287 0.34565 4.85501
H24 -4.82589 -1.21814 2.94896
H25 -3.43876 -1.19308 1.01372
C19 -5.91359 2.77160 -1.99416
S1 -5.73073 1.45966 -0.79649
C20 -6.46336 2.29968 0.59831
O2 -4.23554 1.36264 -0.48898
H26 -5.37923 3.65547 -1.64584
H27 -6.97572 2.98859 -2.10855
H28 -5.52052 2.42250 -2.94685
H29 -7.53741 2.37702 0.43003
H30 -6.01748 3.28635 0.71738
H31 -6.28149 1.68426 1.47692
C21 2.79110 -3.62799 -3.86915
C22 2.81909 -2.48758 -2.89001
C23 3.89367 -1.60179 -2.84037
C24 3.95456 -0.57150 -1.90659
C25 5.15774 0.32258 -1.79638
C26 2.88835 -0.40176 -1.02828
C27 1.79411 -1.25223 -1.08221
C28 1.76720 -2.30712 -1.99427
N7 0.74705 -1.06039 -0.11216
C29 0.82058 -2.11416 1.02295
C30 2.29235 -2.48396 1.30381
C31 2.37141 -3.50700 2.44001
C32 1.57871 -4.75134 2.03386
C33 0.11071 -4.37926 1.81634
C34 -0.46198 -3.78009 3.10618
C35 0.34267 -2.52904 3.47889
C36 1.80144 -2.90366 3.72059
C37 0.24590 -1.52507 2.31645
C38 -0.00016 -3.35066 0.67050
H32 3.69466 -3.65186 -4.47357
H33 1.93830 -3.54733 -4.54614
H34 2.70915 -4.58393 -3.35024
H35 4.72013 -1.73903 -3.52737
H36 5.81871 0.20583 -2.65231
H37 5.72965 0.07804 -0.89921
H38 4.86786 1.37339 -1.72101
H39 2.95362 0.36543 -0.26073
H40 0.94598 -3.01604 -2.00243
H41 2.83406 -1.57084 1.56917
H42 2.77012 -2.90317 0.42188
H43 3.41868 -3.77364 2.58803
H44 1.65345 -5.51889 2.80621
H45 1.99736 -5.18086 1.11914
H46 -0.45202 -5.26775 1.52532
H47 -0.40194 -4.51344 3.91184
H48 -1.52273 -3.53355 2.97776
H49 -0.07629 -2.05720 4.37011
H50 1.86716 -3.62181 4.54009
H51 2.37937 -2.02390 4.01727
H52 0.76378 -0.59337 2.56729
H53 -0.82229 -1.33461 2.17787
H54 -1.06247 -3.07111 0.58229
H55 0.30948 -3.80990 -0.27271